Here is a cluster of 2 separate species, C3H11NO2Si in total in a non-equilibrium geometry from the Open Molecules 2025 dataset. Energies are from wB97M-V/def2-TZVPD.

ORCA input file:
```
! wB97M-V def2-TZVPD RIJCOSX def2/J DEFGRID3
* xyz 0 1
C -1.00 -1.60 -0.85
C -0.06 -0.50 1.88
C -0.86 1.68 -0.40
N 2.98 0.44 -0.68
O 3.28 1.62 -0.55
O 1.23 -0.31 -0.74
Si -0.13 -0.04 0.07
H -1.36 -2.18 -0.03
H -1.84 -1.44 -1.54
H -0.13 -2.06 -1.41
H 0.97 -0.41 2.27
H -0.69 -0.13 2.56
H -0.13 -1.60 1.92
H 0.00 1.91 -1.12
H -1.72 1.96 -0.88
H -0.79 2.41 0.47
H 3.03 -0.10 -1.68
H 3.11 -0.16 0.04
*
```

Results
ΔE to the lowest compared entry with this formula, charge and spin ... 7.0399 eV
HOMO level (alpha / beta) ... -8.9 / -8.9 eV
Electronic energy ... -615.49005 Ha
Kohn-Sham gap (alpha / beta) ... 8.180 / 8.188 eV
Lowest unoccupied orbital energy (alpha / beta) ... -0.73 / -0.73 eV